[1]
# C3H7NO2

C3H7NO2 as an isolated structure (ωB97M-V/def2-TZVPD, the Open Molecules 2025 dataset).

Orbital gap   9.858 eV
Strongest force on any atom   1.0 eV/A
Relative energy (zero: lowest compared OMol25 entry of this formula, charge and spin)   4.636 eV
E_HOMO   -9.163 eV
Spin multiplicity   1

Element x y z (Å)
O: -0.077 1.950 -0.086
C: -0.229 0.927 -1.029
C: 0.553 -0.343 -0.688
N: -0.074 -1.148 0.371
C: -0.258 -0.763 1.943
O: -0.197 0.388 2.252
H: -0.264 1.586 0.797
H: 0.157 1.320 -1.976
H: -1.288 0.662 -1.194
H: 1.550 -0.056 -0.338
H: 0.672 -0.970 -1.579
H: -0.855 -1.734 0.073
H: 0.322 -1.792 1.424

***

[2]
# C3H7NO2

One molecule with the formula C3H7NO2 (ωB97M-V/def2-TZVPD, the Open Molecules 2025 dataset).

SMILES   NC(=O)CCO
Orbital gap   10.830 eV
Strongest force on any atom   2.3 eV/A
Relative energy (zero: lowest compared OMol25 entry of this formula, charge and spin)   1.213 eV
E_HOMO   -10.140 eV
Spin multiplicity   1

Element x y z (Å)
N: -0.914 -1.118 -0.952
C: -1.082 0.129 -0.446
O: -2.258 0.479 -0.436
C: 0.020 0.992 0.094
C: 1.271 0.255 0.551
O: 1.003 -0.687 1.564
H: -1.919 -1.193 -1.207
H: -0.059 -1.551 -1.295
H: -0.444 1.524 0.928
H: 0.260 1.735 -0.678
H: 1.773 -0.212 -0.314
H: 1.977 0.973 0.979
H: 0.371 -1.327 1.212

***

[3]
# C3H7NO2

C3H7NO2 as an isolated structure (ωB97M-V/def2-TZVPD, the Open Molecules 2025 dataset).

Orbital gap   9.087 eV
Strongest force on any atom   1.6 eV/A
Relative energy (zero: lowest compared OMol25 entry of this formula, charge and spin)   1.996 eV
E_HOMO   -9.208 eV
Spin multiplicity   1

Element x y z (Å)
C: 1.913 0.692 0.251
N: 0.934 1.458 0.507
H: 2.845 1.126 -0.103
H: 1.894 -0.378 0.428
H: -0.155 0.883 0.823
H: 1.180 2.436 0.375
O: -0.801 -0.029 1.261
C: -0.755 -0.996 0.387
O: -0.126 -2.030 0.515
C: -1.568 -0.800 -0.892
H: -1.028 -1.229 -1.732
H: -2.489 -1.373 -0.764
H: -1.842 0.240 -1.055

***

[4]
# C3H7NO2

One molecule with the formula C3H7NO2 (ωB97M-V/def2-TZVPD, the Open Molecules 2025 dataset).

SMILES   CNCC(=O)O
Orbital gap   9.757 eV
Strongest force on any atom   3.0 eV/A
Relative energy (zero: lowest compared OMol25 entry of this formula, charge and spin)   1.701 eV
E_HOMO   -9.100 eV
Spin multiplicity   1

Element x y z (Å)
C: 1.676 -0.965 -0.213
N: 0.887 -0.046 0.574
C: -0.073 0.749 -0.259
C: -1.554 0.340 -0.085
O: -2.264 -0.261 -0.902
O: -2.049 0.785 1.066
H: 1.863 -0.433 -1.186
H: 1.317 -1.947 -0.498
H: 2.674 -1.203 0.207
H: 0.390 -0.495 1.326
H: 0.061 0.781 -1.379
H: 0.062 1.849 0.113
H: -2.990 0.845 1.237

***

[5]
# C3H7NO2

One molecule with the formula C3H7NO2 (ωB97M-V/def2-TZVPD, the Open Molecules 2025 dataset).

SMILES   NC(=O)CCO
Orbital gap   10.365 eV
Strongest force on any atom   0.5 eV/A
Relative energy (zero: lowest compared OMol25 entry of this formula, charge and spin)   0.763 eV
E_HOMO   -9.691 eV
Spin multiplicity   1

Element x y z (Å)
N: -1.188 -1.037 -0.977
C: -0.685 0.210 -1.279
O: -0.752 0.703 -2.387
C: -0.099 0.958 -0.090
C: 1.086 0.273 0.567
O: 0.630 -0.930 1.175
H: -0.940 -1.415 -0.076
H: -2.114 -1.240 -1.309
H: -0.897 1.056 0.658
H: 0.181 1.958 -0.428
H: 1.856 0.068 -0.188
H: 1.515 0.943 1.325
H: 1.395 -1.478 1.382

***

[6]
# C3H7NO2

One molecule with the formula C3H7NO2 (ωB97M-V/def2-TZVPD, the Open Molecules 2025 dataset).

SMILES   CNCC(=O)O
Orbital gap   9.597 eV
Strongest force on any atom   0.4 eV/A
Relative energy (zero: lowest compared OMol25 entry of this formula, charge and spin)   0.890 eV
E_HOMO   -8.896 eV
Spin multiplicity   1

Element x y z (Å)
C: 1.344 0.317 0.907
N: 0.613 0.996 -0.147
C: -0.062 0.145 -1.079
C: -1.137 -0.776 -0.525
O: -1.480 -1.799 -1.046
O: -1.684 -0.293 0.608
H: 2.344 0.734 1.043
H: 1.488 -0.740 0.666
H: 0.843 0.374 1.872
H: 0.009 1.721 0.207
H: 0.645 -0.500 -1.591
H: -0.570 0.734 -1.844
H: -2.354 -0.913 0.929